No. 1
A cluster of 2 separate species, F2H4SSi2 in total in a non-equilibrium geometry, computed with ωB97M-V with the def2-TZVPD basis set.

Values from the calculation:
HOMO ... -9.32 eV
Lowest unoccupied orbital energy ... -0.972 eV
Energy above the lowest of the compared OMol25 structures with the same formula, charge and spin ... 216.3 kJ/mol
Gap between HOMO and LUMO ... 8.3474 eV
Strongest force on any atom ... 2.6 eV/Å
SMILES string ... F[SiH2]F.[SiH2]=S

Geometry as ORCA input:
```
! wB97M-V def2-TZVPD RIJCOSX def2/J DEFGRID3
* xyz 0 1
F -1.6853 0.8893 0.7118
Si -1.8217 -0.4292 -0.1184
F -3.3310 -0.3680 -0.6298
H -1.6495 -1.3633 0.9897
H -0.6959 -0.4337 -1.0002
Si 2.1743 0.4228 0.0512
S 3.7226 -0.6383 -0.6036
H 0.7466 0.1843 0.3308
H 2.5400 1.7360 0.2684
*
```

---

No. 2
A structure of composition F2H6NNaO7S2 in a non-equilibrium geometry, computed with ωB97M-V with the def2-TZVPD basis set.

Values from the calculation:
HOMO ... -9.37 eV
Lowest unoccupied orbital energy ... -1.119 eV
Gap between HOMO and LUMO ... 8.2461 eV
Strongest force on any atom ... 5.4 eV/Å

Geometry as ORCA input:
```
! wB97M-V def2-TZVPD RIJCOSX def2/J DEFGRID3
* xyz 0 1
Na -0.7370 -0.3261 1.4949
N 1.3363 -0.7025 -2.8870
S 0.9185 0.4026 -1.8677
O 1.3902 1.7381 -2.1204
O 0.6381 0.0329 -0.4902
F -0.5841 0.5562 -2.4025
S 2.9711 -0.7807 -2.2492
O 3.1832 -1.2561 -0.8653
O 3.9763 0.1996 -2.7200
F 3.4599 -2.0872 -3.1085
O -2.4935 -2.0360 1.2787
H -3.1161 -1.7430 0.6133
H -3.0125 -2.5820 1.8692
O -1.7495 1.5788 0.3748
H -1.4407 2.4433 0.1035
H -2.4876 1.7595 0.9569
O -0.9028 0.7367 3.7058
H -0.3975 1.5492 3.6776
H -0.9521 0.5169 4.6361
*
```

---

No. 3
A structure of composition F2HNS in a non-equilibrium geometry, computed with ωB97M-V with the def2-TZVPD basis set.

Values from the calculation:
HOMO (alpha / beta) ... -9.89 / -11.66 eV
Lowest unoccupied orbital energy (alpha / beta) ... 0.736 / -4.006 eV
Energy above the lowest of the compared OMol25 structures with the same formula, charge and spin ... 175.0 kJ/mol
Gap between HOMO and LUMO (alpha / beta) ... 10.6249 / 7.6556 eV
Strongest force on any atom ... 3.5 eV/Å

Geometry as ORCA input:
```
! wB97M-V def2-TZVPD RIJCOSX def2/J DEFGRID3
* xyz 0 3
N 1.0764 -0.7096 0.2216
F -2.0122 1.3351 0.0893
F 2.2571 -0.0490 0.0267
S -0.2862 0.2080 -0.2531
H -1.0351 -0.7845 -0.0845
*
```

---

No. 4
A cluster of 2 separate species, F2HPS in total in a non-equilibrium geometry, computed with ωB97M-V with the def2-TZVPD basis set.

Values from the calculation:
HOMO (alpha / beta) ... -9.79 / -9.72 eV
Lowest unoccupied orbital energy (alpha / beta) ... -2.674 / -2.526 eV
Energy above the lowest of the compared OMol25 structures with the same formula, charge and spin ... 369.1 kJ/mol
Gap between HOMO and LUMO (alpha / beta) ... 7.1207 / 7.1931 eV
Strongest force on any atom ... 3.0 eV/Å

Geometry as ORCA input:
```
! wB97M-V def2-TZVPD RIJCOSX def2/J DEFGRID3
* xyz 0 1
F -0.1706 1.1284 0.7739
F -0.3217 0.0831 -1.4349
P -0.3422 -0.3332 0.1260
S 2.5206 -0.5236 0.4203
H -1.6861 -0.3547 0.1147
*
```

---

No. 5
A cluster of 2 separate species, F2HPS2 in total in a non-equilibrium geometry, computed with ωB97M-V with the def2-TZVPD basis set.

Values from the calculation:
HOMO (alpha / beta) ... -9.36 / -9.40 eV
Lowest unoccupied orbital energy (alpha / beta) ... -4.785 / -4.782 eV
Energy above the lowest of the compared OMol25 structures with the same formula, charge and spin ... 424.8 kJ/mol
Gap between HOMO and LUMO (alpha / beta) ... 4.5758 / 4.6184 eV
Strongest force on any atom ... 4.6 eV/Å

Geometry as ORCA input:
```
! wB97M-V def2-TZVPD RIJCOSX def2/J DEFGRID3
* xyz 0 1
F -1.5660 -0.9261 -0.9583
F -1.2551 -0.5069 1.3657
P -0.5965 -0.0145 0.0131
S -1.6313 1.7537 -0.1864
S 2.6548 -0.6683 -0.4574
H 2.3942 0.3621 0.2234
*
```

---

No. 6
A structure of composition F2In, computed with ωB97M-V with the def2-TZVPD basis set.

Values from the calculation:
HOMO (alpha / beta) ... -26.46 / -25.05 eV
Lowest unoccupied orbital energy (alpha / beta) ... -18.736 / -14.652 eV
Energy above the lowest of the compared OMol25 structures with the same formula, charge and spin ... 0.0 kJ/mol
Gap between HOMO and LUMO (alpha / beta) ... 7.7212 / 10.3930 eV
Strongest force on any atom ... 0.8 eV/Å

Geometry as ORCA input:
```
! wB97M-V def2-TZVPD RIJCOSX def2/J DEFGRID3
* xyz 2 2
In 1.4366 0.0085 0.3289
F -0.3694 1.1387 -1.7200
F -1.0672 -1.1472 1.3911
*
```

---

No. 7
A structure of composition F2Mg2 in a non-equilibrium geometry, computed with ωB97M-V with the def2-TZVPD basis set.

Values from the calculation:
HOMO ... -18.51 eV
Lowest unoccupied orbital energy ... -14.077 eV
Energy above the lowest of the compared OMol25 structures with the same formula, charge and spin ... 150.0 kJ/mol
Gap between HOMO and LUMO ... 4.4366 eV
Strongest force on any atom ... 3.8 eV/Å

Geometry as ORCA input:
```
! wB97M-V def2-TZVPD RIJCOSX def2/J DEFGRID3
* xyz 2 1
Mg -2.7244 0.4237 -0.2500
Mg 0.8334 -0.6477 0.6457
F -0.4912 0.0393 -0.4428
F 2.3822 0.1847 0.0471
*
```

---

No. 8
A cluster of 2 separate species, F2N2O2 in total in a non-equilibrium geometry, computed with ωB97M-V with the def2-TZVPD basis set.

Values from the calculation:
HOMO (alpha / beta) ... -10.17 / -10.93 eV
Lowest unoccupied orbital energy (alpha / beta) ... -0.880 / -1.084 eV
Energy above the lowest of the compared OMol25 structures with the same formula, charge and spin ... 50.6 kJ/mol
Gap between HOMO and LUMO (alpha / beta) ... 9.2868 / 9.8505 eV
Strongest force on any atom ... 4.2 eV/Å

Geometry as ORCA input:
```
! wB97M-V def2-TZVPD RIJCOSX def2/J DEFGRID3
* xyz 0 1
N 0.7240 -0.1702 -0.5951
N -1.1920 0.0632 0.2575
O 1.4503 0.3093 0.1478
O 0.6851 -0.6659 -1.6862
F -1.0008 -0.5801 1.4231
F -1.0025 1.3823 0.6227
*
```

---

No. 9
A cluster of 2 separate species, F2NO in total in a non-equilibrium geometry, computed with ωB97M-V with the def2-TZVPD basis set.

Values from the calculation:
HOMO (alpha / beta) ... -3.24 / -3.61 eV
Lowest unoccupied orbital energy (alpha / beta) ... 5.217 / 4.894 eV
Energy above the lowest of the compared OMol25 structures with the same formula, charge and spin ... 438.1 kJ/mol
Gap between HOMO and LUMO (alpha / beta) ... 8.4545 / 8.5090 eV
Strongest force on any atom ... 2.0 eV/Å

Geometry as ORCA input:
```
! wB97M-V def2-TZVPD RIJCOSX def2/J DEFGRID3
* xyz -1 1
N -0.0760 -0.4930 0.1041
O 1.3766 0.4808 -1.0932
F -1.3427 -0.0963 -0.4323
F 0.0420 0.1084 1.4213
*
```

---

No. 10
An isolated molecule of F2NOP in a non-equilibrium geometry, computed with ωB97M-V with the def2-TZVPD basis set.

Values from the calculation:
HOMO (alpha / beta) ... -9.22 / -9.23 eV
Lowest unoccupied orbital energy (alpha / beta) ... -1.001 / -1.020 eV
Energy above the lowest of the compared OMol25 structures with the same formula, charge and spin ... 8.6 kJ/mol
Gap between HOMO and LUMO (alpha / beta) ... 8.2178 / 8.2094 eV
Strongest force on any atom ... 2.8 eV/Å
SMILES string ... O=NP(F)F

Geometry as ORCA input:
```
! wB97M-V def2-TZVPD RIJCOSX def2/J DEFGRID3
* xyz 0 1
O 1.7425 0.4176 -0.0953
N 0.9955 -0.5064 0.0527
P -0.6949 -0.0857 0.7233
F -1.1438 -1.0623 -0.4319
F -0.8992 1.2368 -0.2487
*
```

---

No. 11
A structure of composition F2Tl in a non-equilibrium geometry, computed with ωB97M-V with the def2-TZVPD basis set.

Values from the calculation:
HOMO ... -17.66 eV
Lowest unoccupied orbital energy ... -13.392 eV
Energy above the lowest of the compared OMol25 structures with the same formula, charge and spin ... 118.0 kJ/mol
Gap between HOMO and LUMO ... 4.2645 eV
Strongest force on any atom ... 2.4 eV/Å

Geometry as ORCA input:
```
! wB97M-V def2-TZVPD RIJCOSX def2/J DEFGRID3
* xyz 1 1
Tl 1.0609 -0.3140 -0.8866
F -0.3993 2.1135 -0.0918
F -0.6616 -1.7995 0.9784
*
```

---

No. 12
A cluster of 2 separate species, F3HN2O2S in total in a non-equilibrium geometry, computed with ωB97M-V with the def2-TZVPD basis set.

Values from the calculation:
HOMO ... -11.46 eV
Lowest unoccupied orbital energy ... -0.802 eV
Energy above the lowest of the compared OMol25 structures with the same formula, charge and spin ... 62.4 kJ/mol
Gap between HOMO and LUMO ... 10.6600 eV
Strongest force on any atom ... 4.8 eV/Å

Geometry as ORCA input:
```
! wB97M-V def2-TZVPD RIJCOSX def2/J DEFGRID3
* xyz 0 1
N -0.2773 -0.2097 0.2688
N -0.9117 0.2070 1.2642
O -3.8030 -0.6631 0.6554
O -3.6225 1.4408 1.8044
F -1.1742 -0.7294 -0.5967
F -1.1008 -0.9580 2.2646
F -0.3608 1.1057 2.0699
S -4.0602 0.0429 1.8314
H 0.4362 -0.9284 0.3061
*
```